[1]
Density functional theory data (wB97M-V/def2-TZVPD) for a 6-piece molecular cluster, C33H70BN4O18 overall.

Summary:
- HOMO (spin up / spin down): -0.296 / -0.329 hartree
- Energy above the lowest of the compared OMol25 structures with the same formula, charge and spin: 0.00 kJ/mol
- Orbital gap (spin up / spin down): 0.306 / 0.339 Eh

Geometry as ORCA input:
```
! wB97M-V def2-TZVPD RIJCOSX def2/J DEFGRID3
* xyz 0 2
C -0.884 6.216 4.797
C 0.588 6.090 4.424
O 0.836 5.146 3.381
B 0.493 3.832 3.494
O 0.230 3.257 4.731
C 0.242 2.968 2.180
C -1.323 2.918 2.209
C -2.159 2.812 0.923
N -1.665 1.736 0.042
N -3.519 2.492 1.371
N -2.239 4.118 0.274
C 0.762 1.527 2.340
C 2.240 1.260 2.049
C 2.397 -0.229 1.743
C 3.133 1.618 3.259
N 2.683 1.995 0.838
O 3.844 1.681 0.413
C 2.313 3.418 0.633
C 3.229 4.325 1.462
C 2.544 3.731 -0.847
C 0.823 3.642 0.927
H -1.544 5.935 3.976
H -1.090 7.252 5.071
H -1.124 5.606 5.666
H 1.188 5.847 5.307
H 0.969 7.042 4.056
H 0.883 3.461 5.405
H -1.740 3.793 2.718
H -1.594 2.068 2.838
H -0.677 1.554 0.160
H -1.801 1.979 -0.934
H -3.485 1.589 1.836
H -4.099 2.335 0.551
H -2.377 4.048 -0.726
H -1.417 4.680 0.442
H 0.581 1.209 3.369
H 0.167 0.847 1.720
H 1.855 -0.496 0.834
H 1.992 -0.807 2.575
H 3.446 -0.487 1.613
H 4.055 2.102 2.944
H 2.621 2.266 3.972
H 3.411 0.712 3.796
H 3.066 5.361 1.165
H 3.064 4.243 2.533
H 4.266 4.065 1.249
H 2.135 2.934 -1.470
H 3.603 3.823 -1.074
H 2.041 4.666 -1.100
H 0.695 4.726 1.002
H 0.275 3.332 0.035
C 1.614 12.135 8.349
C 1.714 10.635 8.190
O 0.710 10.128 7.286
C 0.977 10.287 5.992
O 1.974 10.771 5.523
O -0.052 9.802 5.292
C 0.079 9.950 3.875
H 0.610 12.418 8.665
H 2.322 12.470 9.108
H 1.847 12.640 7.413
H 1.509 10.122 9.127
H 2.698 10.335 7.831
H 1.030 9.550 3.528
H 0.005 10.998 3.589
H -0.740 9.386 3.437
C -0.357 -1.164 -1.412
C -1.856 -1.200 -1.612
O -2.204 -1.247 -3.010
C -2.092 -2.442 -3.586
O -1.770 -3.468 -3.042
O -2.415 -2.317 -4.874
C -2.313 -3.527 -5.634
H 0.084 -0.338 -1.973
H -0.128 -1.027 -0.354
H 0.105 -2.092 -1.747
H -2.310 -0.287 -1.237
H -2.306 -2.048 -1.098
H -2.877 -4.329 -5.161
H -1.273 -3.833 -5.732
H -2.726 -3.294 -6.610
C -0.155 -7.889 -9.783
C -0.929 -6.694 -10.290
O -2.356 -6.861 -10.122
C -2.804 -6.630 -8.889
O -2.142 -6.297 -7.940
O -4.123 -6.829 -8.881
C -4.743 -6.659 -7.599
H -0.493 -8.807 -10.262
H 0.903 -7.753 -10.009
H -0.267 -7.998 -8.706
H -0.804 -6.562 -11.362
H -0.622 -5.779 -9.785
H -4.492 -5.688 -7.179
H -4.419 -7.444 -6.917
H -5.810 -6.732 -7.783
C -4.879 -13.416 -7.341
C -4.193 -13.803 -8.632
O -4.503 -12.883 -9.696
C -3.822 -11.738 -9.675
O -2.968 -11.436 -8.879
O -4.235 -10.985 -10.691
C -3.592 -9.704 -10.772
H -5.954 -13.324 -7.494
H -4.700 -14.182 -6.586
H -4.493 -12.468 -6.969
H -4.553 -14.763 -8.998
H -3.112 -13.856 -8.510
H -2.512 -9.821 -10.780
H -3.893 -9.078 -9.936
H -3.933 -9.263 -11.704
C 6.302 -1.845 7.709
C 6.370 -0.335 7.739
O 5.123 0.262 7.324
C 4.167 0.285 8.249
O 4.260 -0.106 9.384
O 3.077 0.830 7.705
C 1.941 0.883 8.576
H 5.998 -2.194 6.722
H 7.284 -2.260 7.936
H 5.593 -2.215 8.448
H 7.095 0.043 7.021
H 6.628 0.036 8.730
H 2.201 1.366 9.516
H 1.570 -0.120 8.775
H 1.192 1.460 8.043
*
```

Löwdin population analysis, charges in e, atoms 1 to 4:
1 C -0.043
2 C -0.200
3 O 0.067
4 B -0.662

***

[2]
Density functional theory data (wB97M-V/def2-TZVPD) for a 3-piece molecular cluster, C33H72B3Br3N7O11 overall.

Summary:
- HOMO: -0.384 hartree
- Orbital gap: 0.281 Eh

Geometry as ORCA input:
```
! wB97M-V def2-TZVPD RIJCOSX def2/J DEFGRID3
* xyz 1 1
C 2.224 -2.941 1.839
C 3.163 -1.688 1.691
C 2.468 -0.561 0.880
N 2.212 0.682 1.637
C 0.806 1.044 1.828
B 0.178 -0.135 2.741
N -1.167 -0.727 2.563
O 0.975 -0.675 3.742
C -0.036 1.182 0.544
C 0.765 1.551 -0.747
C 0.376 0.723 -1.958
O 0.446 -0.693 -1.720
C 0.984 -1.341 -2.813
O 0.265 -1.833 -3.566
N -1.233 2.087 0.613
B -2.490 1.303 0.412
O -3.256 0.987 1.512
C -3.054 0.845 -1.005
C -2.740 -0.650 -1.359
C -1.312 2.952 1.664
N -1.922 4.095 1.494
C -2.090 5.060 2.589
C -3.305 4.690 3.527
C -4.466 5.704 3.473
Br -2.589 4.595 5.377
C -2.437 4.506 0.228
Br -1.115 5.414 -0.847
C -3.643 4.355 -0.242
C -4.074 4.839 -1.599
Br -5.011 3.494 0.766
N -0.743 2.577 2.839
C 0.746 2.393 2.615
C 1.441 2.424 3.994
C 2.956 2.795 3.988
C 3.571 2.222 5.306
N 4.257 0.948 5.045
B 1.409 3.646 1.818
N 1.020 5.009 2.088
O 2.422 3.477 0.889
H 2.695 -3.860 1.493
H 1.273 -2.785 1.323
H 1.967 -3.067 2.893
H 3.396 -1.376 2.710
H 4.059 -2.045 1.186
H 3.207 -0.295 0.108
H 1.612 -0.934 0.316
H 2.705 0.593 2.513
H -1.795 -0.465 3.321
H -1.082 -1.743 2.614
H 0.360 -0.996 4.418
H -0.430 0.183 0.318
H 0.502 2.587 -0.991
H 1.844 1.542 -0.600
H -0.594 0.988 -2.389
H 1.106 0.962 -2.747
H 2.081 -1.348 -2.986
H -3.576 0.089 1.326
H -2.690 1.562 -1.751
H -4.133 1.017 -0.933
H -3.686 -1.143 -1.584
H -2.170 -1.153 -0.579
H -2.200 -0.644 -2.304
H -2.301 6.050 2.195
H -1.227 5.075 3.241
H -3.587 3.669 3.285
H -4.381 6.426 2.664
H -4.525 6.188 4.446
H -5.396 5.139 3.398
H -4.568 5.809 -1.531
H -4.820 4.126 -1.958
H -3.260 4.818 -2.318
H -0.965 3.145 3.652
H 1.323 1.541 4.625
H 0.966 3.246 4.554
H 3.521 2.333 3.179
H 3.117 3.869 4.064
H 2.810 2.134 6.093
H 4.306 2.956 5.649
H 4.247 0.375 5.881
H 3.759 0.453 4.312
H 0.994 5.234 3.076
H 1.576 5.677 1.570
H 2.275 4.064 0.133
C 9.157 -1.412 -5.251
O 8.461 -1.271 -4.027
C 8.721 -0.056 -3.344
C 7.452 0.570 -2.799
O 6.537 1.052 -3.776
C 5.839 0.112 -4.581
C 4.846 -0.770 -3.848
O 5.508 -1.718 -3.025
C 4.898 -1.916 -1.772
H 10.167 -1.792 -5.074
H 8.611 -2.129 -5.864
H 9.207 -0.465 -5.798
H 9.226 0.664 -3.997
H 9.389 -0.282 -2.504
H 7.750 1.454 -2.229
H 6.956 -0.092 -2.089
H 6.533 -0.485 -5.174
H 5.271 0.716 -5.294
H 4.249 -1.324 -4.583
H 4.170 -0.134 -3.260
H 4.537 -0.973 -1.346
H 5.644 -2.329 -1.092
H 4.068 -2.628 -1.865
C -3.965 -6.319 -3.443
O -4.590 -6.258 -2.175
C -4.219 -5.137 -1.395
C -5.427 -4.498 -0.732
O -6.347 -3.874 -1.616
C -7.128 -4.695 -2.480
C -8.142 -5.590 -1.793
O -7.511 -6.649 -1.092
C -8.095 -6.945 0.160
H -2.974 -6.776 -3.359
H -4.586 -6.938 -4.091
H -3.880 -5.328 -3.899
H -3.699 -4.385 -2.000
H -3.526 -5.488 -0.618
H -5.057 -3.690 -0.091
H -5.934 -5.197 -0.066
H -6.491 -5.265 -3.156
H -7.687 -3.993 -3.105
H -8.793 -6.032 -2.556
H -8.760 -4.985 -1.120
H -8.388 -6.036 0.696
H -7.350 -7.468 0.760
H -8.966 -7.596 0.033
*
```

Löwdin population analysis, charges in e, atoms 1 to 4:
1 C -0.082
2 C -0.175
3 C -0.183
4 N 0.042

***

Values of molar mass, in order: 821.75; 1015.12, all in g/mol.
Values of max |F|, in order: 0.5; 4.1, all in eV Å⁻¹.